No. 1
30
Properties=species:S:1:pos:R:3 method="wB97M-V/def2-TZVPD" total_charge=+1
C 0.8165 -1.3312 1.0507
C 0.1819 -1.7927 2.1597
C -1.3960 -0.4869 0.6677
C -0.0536 -0.7197 0.0640
C -1.4822 0.9705 1.1133
C -0.4594 1.3649 2.1207
C -1.4140 2.1011 0.0140
C 0.4006 2.2638 1.6869
C 1.3629 -2.6777 -2.1196
C 1.4645 -1.0771 -1.9464
C 0.1769 -0.6147 -1.2687
N 0.0460 2.7069 0.3516
O -0.6843 0.2020 -2.0226
S -1.5458 -1.5659 2.1317
H 1.8961 -1.3158 0.8963
H 0.6373 -2.3366 2.9880
H -2.2074 -0.8488 -0.0143
H -2.4362 1.0771 1.7114
H -0.4982 1.0083 3.0890
H -1.4810 1.8670 -0.9812
H -2.4323 2.7097 0.1540
H 1.3740 2.6048 2.1668
H 2.1583 -3.2706 -2.7066
H 0.4931 -2.9500 -2.7329
H 1.2189 -2.8985 -1.1301
H 2.2924 -0.8721 -1.3675
H 1.4695 -0.5329 -3.0306
H 0.7013 2.5297 -0.4789
H -0.0351 3.7787 0.3551
H -0.5649 0.1067 -2.9212

No. 2
Formula: C28H37BBr24N4O
Source: OMol25
Level of theory: ωB97M-V with the def2-TZVPD basis set

```
95
C28H37BBr24N4O, DFT ωB97M-V with the def2-TZVPD basis set
C 4.0464 -1.9894 -2.2270
C 2.9566 -1.9321 -1.6671
C 1.5718 -1.9954 -0.9534
N 0.6363 -2.8156 -1.5415
C -0.5305 -2.7536 -0.7717
C -1.7051 -3.6223 -1.2558
B -1.5288 -4.5189 -2.6102
N -2.4899 -4.1824 -3.7250
O -0.5250 -5.4998 -2.7355
C -2.9873 -3.6689 -0.5340
C -3.2296 -2.8080 0.7271
C -4.6422 -2.9352 1.4370
C -4.5686 -3.3974 2.9541
C -5.5048 -1.6116 1.1646
C -6.0425 -0.8666 2.4569
C -2.1225 -1.9307 1.1786
C -2.2811 -0.9795 2.4228
C -2.0965 0.5872 2.0594
C -2.5064 0.9391 0.5748
C -2.8748 1.4767 3.1460
C -0.7725 -1.9220 0.4451
N 0.2296 -1.0954 0.9769
C 1.4172 -1.1494 0.2873
C 2.6397 -0.3022 0.8119
N 3.8160 -1.1293 1.1890
C 5.0952 -0.4980 0.7954
H 4.8841 -1.7188 -2.9599
H -2.1929 -3.3024 -4.1821
H -3.3934 -3.9688 -3.2799
H -0.1266 -5.3455 -3.6224
H -3.8422 -4.3236 -0.8910
H -5.1781 -3.7762 0.8826
H -3.7547 -4.1870 3.0822
H -5.5382 -3.9330 3.2077
H -4.3345 -2.5852 3.6949
H -6.4283 -1.9143 0.5663
H -4.9010 -0.9592 0.4658
H -5.2765 -0.6979 3.2652
H -6.8985 -1.4362 2.9195
H -6.3751 0.1702 2.1176
H -1.4844 -1.3108 3.1650
H -3.2814 -1.0489 2.9332
H -0.9879 0.7868 2.2356
H -3.5420 0.5227 0.3977
H -1.8235 0.4889 -0.2031
H -2.6003 2.0658 0.4411
H -2.5232 1.2218 4.1878
H -2.5620 2.5537 2.9540
H -3.9985 1.4281 3.0175
H 2.3563 0.3021 1.7356
H 2.9349 0.4226 -0.0056
H 3.7428 -2.0916 0.8553
H 5.8893 -0.5714 1.6091
H 5.5595 -1.0097 -0.1159
H 5.0002 0.6087 0.5599
C 5.7239 1.5156 -4.4457
Br 7.1461 1.7860 -3.1607
Br 4.4698 0.1624 -3.8455
Br 4.8432 3.1784 -4.9049
H 6.1838 1.1399 -5.3558
C -2.8642 5.9381 0.0786
Br -1.7098 4.6973 -0.8550
Br -4.7329 5.4750 -0.1284
Br -2.3695 6.1163 1.9418
H -2.7245 6.9119 -0.3824
C 1.9592 6.1837 -4.0135
Br 3.3106 7.5489 -3.7819
Br 2.2193 4.6991 -2.7964
Br 0.1713 6.9126 -3.8855
H 2.0718 5.7924 -5.0209
C 7.2632 9.6587 -2.8958
Br 6.6619 10.8170 -4.3256
Br 6.0419 9.6754 -1.3945
Br 7.6070 7.8610 -3.5259
H 8.2089 10.0576 -2.5395
C -4.4025 -3.2597 7.3276
Br -6.1793 -2.6459 6.8654
Br -4.0224 -5.0000 6.5650
Br -3.0483 -1.9562 6.8630
H -4.3762 -3.3737 8.4077
C 7.8616 4.9730 -0.8034
Br 9.2115 6.3416 -0.5645
Br 8.1290 3.4852 0.4064
Br 6.0694 5.6923 -0.6735
H 7.9762 4.5862 -1.8129
C -0.1480 -3.5894 -7.2361
Br -1.5871 -2.2944 -7.2113
Br 0.9769 -3.4411 -5.6672
Br -0.8061 -5.3927 -7.4793
H 0.4737 -3.3582 -8.0965
C -0.3086 -4.5435 4.9460
Br 0.3363 -4.7393 6.7626
Br 0.1369 -2.8114 4.2044
Br 0.2949 -5.9883 3.8083
H -1.3935 -4.6022 4.9863
```

No. 3
86
Properties=species:S:1:pos:R:3 method="wB97M-V/def2-TZVPD" total_charge=+1
C 4.5894 -0.0925 0.7263
O 3.3384 -0.3640 0.0844
B 2.1612 -0.2257 0.6992
O 1.9645 0.1247 2.0103
C 0.9139 -0.5806 -0.2359
C 1.2260 -1.7442 -1.1921
C -0.0986 -2.2745 -1.4870
N -0.9757 -1.8988 -0.6346
C -0.4496 -0.9267 0.3921
C -1.5228 0.2004 0.4689
Cl -3.0376 -0.5126 1.0912
C -1.2919 1.5153 1.2464
C -2.6152 2.2698 1.2697
Cl -0.0972 2.5374 0.3996
S -0.3076 -2.0839 1.8074
O 0.9475 -2.7300 1.6014
O -1.4931 -2.8476 1.9212
F -0.1952 -1.1487 3.0193
H 4.6612 0.9536 1.0093
H 4.7088 -0.7098 1.6106
H 5.3694 -0.3383 0.0221
H 1.9455 1.0724 2.2100
H 0.7417 0.2799 -0.8725
H 1.8352 -1.4661 -2.0418
H 1.7202 -2.5630 -0.6572
H -0.3524 -2.9342 -2.3048
H -1.9473 -2.1852 -0.6436
H -1.7364 0.4664 -0.5625
H -0.9565 1.3562 2.2648
H -3.1906 2.0497 2.1601
H -2.4272 3.3389 1.2426
H -3.1993 2.0482 0.3833
C 7.3452 -2.2432 -1.7512
O 6.7292 -2.1671 -0.4594
H 6.9427 -1.4283 -2.3451
H 8.4303 -2.1383 -1.6958
H 7.0940 -3.1821 -2.2417
H 7.0713 -2.8835 0.0798
C -1.7653 1.5371 -3.3099
O -0.8562 0.5652 -2.7629
H -1.6990 2.4148 -2.6724
H -1.4823 1.8142 -4.3247
H -2.7934 1.1688 -3.3080
H -0.8926 -0.1982 -3.3453
C 5.5114 -3.9674 -5.2615
O 5.8174 -2.8531 -4.4235
H 6.4381 -4.3611 -5.6696
H 5.0179 -4.7498 -4.6843
H 4.8666 -3.6699 -6.0917
H 4.9817 -2.5207 -4.0889
C 3.1665 -5.2842 -1.5278
O 3.5735 -4.4461 -2.6059
H 2.4452 -5.9899 -1.9316
H 4.0052 -5.8440 -1.1100
H 2.6908 -4.7155 -0.7218
H 4.2234 -3.8239 -2.2645
C -5.8687 3.8570 0.4400
O -5.4599 2.5374 0.0936
H -5.0674 4.2936 1.0333
H -6.0267 4.4808 -0.4429
H -6.7810 3.8532 1.0400
H -6.1495 2.1193 -0.4309
C -1.5483 6.5894 1.3485
O -0.5527 6.0609 0.4835
H -1.5387 7.6679 1.2180
H -2.5482 6.2212 1.0978
H -1.3401 6.3701 2.4002
H -0.5381 5.1055 0.5739
C -3.2415 -2.4892 4.5621
O -3.4287 -2.2427 5.9484
H -4.2088 -2.3552 4.0837
H -2.5323 -1.7869 4.1178
H -2.8972 -3.5107 4.3819
H -2.5892 -2.3580 6.3979
C -0.1410 3.9007 4.2657
O 0.4175 2.6857 3.7535
H -0.6214 4.4011 3.4285
H -0.8872 3.7007 5.0358
H 0.6296 4.5572 4.6707
H 0.8552 2.2217 4.4740
C -5.9606 0.4428 -2.4190
O -6.0175 0.4589 -0.9979
H -6.9626 0.6593 -2.7786
H -5.2812 1.2075 -2.8094
H -5.6629 -0.5361 -2.8063
H -5.1407 0.2664 -0.6540

No. 4
Formula: H18O9
Source: OMol25
Level of theory: ωB97M-V with the def2-TZVPD basis set

```
27
H18O9, DFT ωB97M-V with the def2-TZVPD basis set
O 1.2864 2.0900 1.1767
H 0.7468 2.7318 1.6384
H 0.8551 1.9790 0.3294
O -0.6596 -0.4177 -0.0788
H -0.6442 -0.9051 0.7449
H -0.1363 0.3646 0.0954
O -1.3060 1.1340 -2.1458
H -0.9616 0.4041 -1.6311
H -0.7493 1.1626 -2.9240
O 0.8515 -0.3484 1.6528
H 1.2474 -0.0489 2.4712
H 1.5614 -0.3033 1.0122
O 1.3514 1.1545 -1.5835
H 0.8202 1.4470 -0.8429
H 1.0858 1.7210 -2.3079
O -0.3629 -3.3372 0.7073
H -0.8036 -4.1381 0.4235
H -1.0722 -2.7101 0.8485
O -0.9870 -1.1464 2.0267
H -0.2978 -0.5151 1.8204
H -0.6109 -1.6962 2.7141
O 0.1421 -1.0379 -2.0247
H 0.1303 -1.9753 -2.2178
H -0.1611 -0.9756 -1.1189
O -0.0520 1.8111 -0.2707
H -0.6112 1.6145 0.4810
H -0.6624 1.9412 -0.9964
```

Which molar mass belongs to each record? In order, 210.32, 2374.14, 609.36, 162.14 u.
Which frontier orbital gap belongs to each record? In order, 7.560, 7.447, 7.986, 9.790 eV.